{"formula": "C26H46CoOP2", "method": "wB97M-V/def2-TZVPD", "gap_ev": [5.16, 5.77], "spin_multiplicity": 5, "e_tot_ha": -3158.5341, "charge": 1, "species": ["Co", "C", "C", "C", "C", "C", "C", "H", "H", "H", "C", "H", "H", "H", "C", "H", "H", "H", "C", "H", "H", "H", "C", "H", "H", "H", "C", "C", "C", "C", "C", "C", "C", "C", "H", "H", "H", "H", "H", "H", "H", "H", "H", "H", "H", "H", "P", "P", "C", "C", "H", "H", "H", "H", "C", "H", "H", "H", "C", "H", "H", "H", "C", "H", "H", "H", "C", "H", "H", "H", "C", "C", "O", "H", "H", "H"], "coordinates": [[-0.54485, -0.17277, -5.35886], [-0.67606, -2.13333, 0.87107], [0.63721, -2.22066, 0.32707], [0.69874, -0.76329, 2.10286], [-0.63076, -1.25819, 1.98486], [1.49032, -1.39311, 1.10477], [-1.89580, -2.81790, 0.39447], [-1.67928, -3.44693, -0.47444], [-2.67882, -2.09518, 0.11628], [-2.30636, -3.45326, 1.19480], [-1.78510, -0.94412, 2.84298], [-2.55648, -0.38969, 2.28662], [-1.47900, -0.35380, 3.71515], [-2.24779, -1.87675, 3.20451], [1.19198, 0.23842, 3.07144], [1.89995, -0.21130, 3.78545], [0.36453, 0.67638, 3.64118], [1.72320, 1.06025, 2.56143], [2.94788, -1.20764, 0.92620], [3.51412, -1.66904, 1.75380], [3.21378, -0.13848, 0.90690], [3.28477, -1.66165, -0.01288], [1.05554, -3.04591, -0.82938], [1.52704, -3.99325, -0.51328], [1.78987, -2.50469, -1.44617], [0.19366, -3.29600, -1.46359], [-1.68617, 0.63694, -6.52558], [-1.71452, -0.81375, -6.63092], [-0.92570, -1.44630, -7.76871], [0.59272, -1.14235, -7.64540], [0.95024, -0.67746, -6.24375], [0.93082, 0.75182, -5.93107], [0.55024, 1.72730, -7.01839], [-0.87676, 1.42912, -7.54538], [-1.27822, -1.11711, -8.75950], [0.91711, -0.41250, -8.40318], [-1.09141, -2.53475, -7.72313], [-0.82346, 0.89727, -8.50377], [-2.55831, 1.17417, -6.12053], [-2.60922, -1.37897, -6.31907], [-1.38910, 2.39002, -7.71162], [0.57155, 2.74140, -6.59716], [1.63420, 1.17236, -5.19683], [1.28381, 1.73026, -7.83583], [1.13310, -2.08001, -7.84611], [1.66680, -1.34944, -5.74010], [-1.89827, 1.41094, -1.82666], [1.23015, 1.85808, -1.10997], [-1.01129, 2.78164, -2.63054], [0.43261, 3.11104, -2.21760], [-1.65340, 3.66444, -2.48745], [-1.04246, 2.56293, -3.71240], [1.06937, 3.24004, -3.11066], [0.41739, 4.07032, -1.66977], [2.33911, 3.01920, -0.22771], [2.60818, 2.57205, 0.74018], [1.82050, 3.97069, -0.05313], [3.24399, 3.19031, -0.82644], [2.49944, 1.01357, -2.15321], [3.19156, 1.75629, -2.58121], [2.04729, 0.41490, -2.95720], [3.06247, 0.33588, -1.48868], [-3.45884, 1.32688, -2.71840], [-3.82128, 0.28879, -2.72491], [-3.32700, 1.66438, -3.75951], [-4.18421, 1.97032, -2.20566], [-1.02940, -0.12407, -2.26290], [-0.20401, -0.33757, -1.57044], [-0.61830, -0.07824, -3.32006], [-1.73910, -0.96149, -2.18513], [-1.47211, 2.13120, 0.93698], [-2.30275, 1.33882, -0.01835], [-3.22518, 0.55589, 0.27319], [-0.46575, 1.68598, 1.02203], [-1.95024, 2.10216, 1.92700], [-1.37047, 3.17733, 0.60750]], "atomic_forces_ev_per_a": [[-1.23, -0.91, 5.36], [-0.78, 1.66, 2.13], [1.30, 0.64, 0.60], [1.80, -0.60, -1.17], [-1.11, -1.78, -2.28], [-0.86, 0.33, 0.22], [-0.37, -0.27, -0.03], [-0.18, 0.00, 0.15], [0.07, -0.21, 0.06], [-0.05, 0.07, -0.33], [-0.45, 0.07, 0.44], [0.10, -0.17, 0.29], [-0.23, -0.13, -0.12], [0.03, 0.33, -0.02], [0.03, 0.31, 0.30], [-0.15, 0.16, -0.16], [0.25, -0.05, -0.02], [-0.06, -0.26, 0.15], [0.51, 0.09, 0.09], [-0.04, 0.16, -0.34], [0.08, -0.22, 0.01], [0.09, 0.09, 0.21], [0.02, -0.11, -0.41], [-0.16, 0.30, -0.08], [-0.14, -0.23, 0.14], [0.28, -0.03, 0.11], [-2.24, 0.68, -1.77], [-1.64, 0.03, -1.87], [0.06, -0.54, -0.12], [-0.01, -0.71, -0.26], [3.08, -0.25, -1.07], [2.33, 0.31, -0.79], [-0.23, 0.49, -0.08], [-0.02, 0.78, 0.01], [-0.14, -0.10, 0.28], [-0.07, -0.24, 0.26], [0.13, 0.35, -0.06], [-0.17, 0.23, 0.25], [0.17, -0.45, -0.13], [0.35, 0.47, 0.06], [0.16, -0.36, -0.20], [-0.01, -0.16, -0.06], [-0.13, -0.52, -0.12], [-0.07, -0.05, 0.07], [-0.04, 0.39, -0.05], [-0.26, 0.60, 0.07], [0.62, -0.95, -1.96], [0.35, 0.14, 0.17], [-0.05, 0.76, 0.05], [0.19, 0.19, -0.23], [0.09, -0.16, -0.12], [-0.25, -0.32, 0.35], [-0.40, 0.14, 0.25], [0.15, -0.47, -0.26], [0.17, -0.13, 0.35], [0.12, 0.28, -0.27], [0.23, -0.26, 0.09], [-0.19, 0.12, 0.30], [-0.07, 0.01, -0.04], [-0.21, -0.32, 0.03], [0.13, 0.15, 0.22], [-0.19, 0.25, -0.29], [-0.40, 0.01, 0.06], [0.02, 0.39, 0.12], [0.06, -0.11, 0.44], [0.00, -0.18, -0.24], [0.15, -0.68, -0.09], [-0.23, 0.13, -0.19], [-0.47, 0.22, 1.19], [0.12, 0.24, -0.11], [-0.34, 0.03, 0.73], [-1.77, -1.81, 1.42], [2.46, 2.30, -1.16], [-0.40, 0.10, -0.20], [0.10, 0.05, -0.32], [0.03, -0.32, 0.00]]}